No. 1
{
  "formula": "C44H36N4O4P2PdS2",
  "method": "ωB97M-V with the def2-TZVPD basis set",
  "largest_force_ev_per_a": 0.8,
  "orbital_gap_ev": [7.46, 7.46],
  "species": ["Pd", "O", "C", "O", "C", "C", "C", "C", "C", "C", "C", "C", "C", "N", "H", "H", "H", "H", "H", "H", "C", "P", "C", "C", "C", "C", "C", "C", "C", "C", "C", "C", "C", "C", "P", "C", "C", "C", "C", "C", "C", "C", "C", "C", "C", "C", "C", "H", "H", "H", "H", "H", "H", "H", "H", "H", "H", "H", "H", "H", "H", "H", "H", "H", "H", "H", "H", "H", "H", "N", "C", "C", "C", "C", "C", "C", "S", "O", "O", "N", "C", "S", "C", "C", "N", "H", "H", "H", "H", "H", "H", "H", "H"],
  "coordinates": [[-0.36061, -0.44042, -1.22057], [-0.01562, -4.02162, -3.08306], [0.20244, -2.91972, -2.62724], [-0.67798, -2.26181, -1.92306], [1.55317, -2.27520, -2.84509], [2.51832, -3.03354, -3.54045], [3.77623, -2.52850, -3.67363], [4.09480, -1.29031, -3.07738], [5.39298, -0.72786, -3.10936], [5.64959, 0.44856, -2.46550], [4.62570, 1.10963, -1.75271], [3.35851, 0.60020, -1.71279], [3.06312, -0.60374, -2.39359], [1.79297, -1.09420, -2.33471], [2.22402, -3.99423, -3.93673], [4.54602, -3.07560, -4.20600], [6.17753, -1.25213, -3.64248], [6.64475, 0.87376, -2.48836], [4.84668, 2.02910, -1.22489], [2.58097, 1.08963, -1.14574], [0.01363, -0.66678, 2.33438], [-0.31766, -1.54182, 0.76134], [1.03052, -2.74282, 0.59886], [0.78893, -4.07646, 0.28421], [1.85080, -4.92876, 0.01098], [3.15391, -4.45532, 0.04699], [3.39905, -3.12164, 0.34995], [2.34299, -2.26784, 0.61954], [-1.82597, -2.49571, 1.05891], [-1.90456, -3.37963, 2.13524], [-3.06943, -4.08932, 2.36601], [-4.16170, -3.91993, 1.52358], [-4.08675, -3.04332, 0.45368], [-2.91892, -2.33027, 0.21569], [-0.80476, 1.00315, 2.51251], [-0.71379, 1.15889, 4.34127], [-1.61620, 2.02579, 4.96255], [-1.55295, 2.26007, 6.32577], [-0.57693, 1.64109, 7.09737], [0.33180, 0.78927, 6.49177], [0.26473, 0.55074, 5.12386], [-2.57565, 0.53763, 2.33517], [-3.29875, 1.15295, 1.31852], [-4.63712, 0.83564, 1.11044], [-5.25999, -0.09118, 1.92746], [-4.54917, -0.70260, 2.95722], [-3.21701, -0.38910, 3.15907], [1.09460, -0.52026, 2.38078], [-0.26646, -1.32939, 3.15761], [-0.22759, -4.44281, 0.21481], [1.65243, -5.96074, -0.24708], [3.97893, -5.12075, -0.17343], [4.41249, -2.73977, 0.35938], [2.54298, -1.21803, 0.80672], [-1.04961, -3.52422, 2.78695], [-3.12670, -4.77709, 3.20032], [-5.07297, -4.47636, 1.70469], [-4.93861, -2.90814, -0.20048], [-2.84906, -1.64353, -0.61855], [-2.38151, 2.51535, 4.37025], [-2.26744, 2.92956, 6.78834], [-0.52546, 1.82597, 8.16273], [1.09926, 0.30411, 7.08230], [0.99034, -0.11720, 4.67704], [-2.80952, 1.89850, 0.70096], [-5.18495, 1.31985, 0.31121], [-6.30265, -0.34025, 1.77040], [-5.03835, -1.42616, 3.59776], [-2.66807, -0.85950, 3.96825], [2.37105, 5.95136, -4.98661], [1.86248, 5.22580, -3.92170], [1.83545, 3.82724, -3.96382], [1.37246, 3.10523, -2.88284], [0.93062, 3.76144, -1.74124], [0.93844, 5.14715, -1.69323], [1.40478, 5.87494, -2.77138], [0.36337, 2.84260, -0.33578], [1.50298, 2.24849, 0.30953], [-0.49444, 3.72854, 0.40549], [-0.48358, 1.62692, -0.98767], [-1.58379, 1.83211, -1.77072], [-2.26990, 3.31735, -2.33374], [-3.42863, 2.40773, -3.24839], [-3.22411, 1.08436, -3.06923], [-2.19912, 0.74962, -2.22328], [2.38107, 5.48485, -5.87807], [2.08978, 6.91575, -5.04317], [2.17701, 3.30925, -4.85233], [1.33416, 2.02476, -2.93785], [0.56506, 5.64980, -0.81020], [1.41248, 6.95784, -2.72856], [-4.18762, 2.89399, -3.83771], [-3.81473, 0.29900, -3.51745]],
  "atomic_forces_ev_per_a": [[-0.242, -0.110, -0.377], [0.028, -0.059, -0.079], [-0.344, 0.166, 0.148], [0.090, -0.019, 0.218], [0.194, -0.098, -0.031], [0.180, -0.014, -0.048], [-0.057, -0.120, -0.041], [-0.068, 0.122, 0.092], [-0.005, 0.011, 0.016], [0.039, -0.019, -0.021], [-0.048, 0.034, 0.048], [0.126, -0.052, -0.122], [0.078, 0.074, -0.030], [-0.160, -0.077, 0.017], [-0.008, 0.013, 0.009], [-0.009, 0.004, -0.003], [-0.011, 0.003, 0.002], [-0.003, -0.003, -0.001], [-0.005, -0.011, -0.006], [-0.047, -0.002, 0.042], [-0.053, -0.045, -0.084], [0.114, 0.364, 0.162], [0.027, -0.028, 0.086], [-0.004, -0.002, -0.027], [0.027, 0.007, 0.008], [-0.036, -0.016, -0.005], [0.018, 0.029, 0.010], [0.008, -0.009, 0.002], [-0.031, 0.019, -0.094], [0.056, 0.016, -0.035], [-0.020, -0.034, 0.025], [-0.009, -0.022, 0.000], [0.032, 0.035, -0.038], [0.004, -0.033, 0.063], [-0.038, -0.191, 0.028], [0.003, 0.019, 0.006], [0.009, -0.005, 0.011], [-0.016, 0.004, -0.011], [0.003, 0.001, -0.002], [0.004, -0.005, 0.005], [-0.010, 0.009, -0.010], [0.065, -0.004, 0.007], [0.075, 0.035, -0.006], [0.015, 0.035, -0.041], [-0.011, -0.026, 0.038], [-0.004, 0.015, 0.010], [-0.012, 0.015, 0.006], [-0.002, 0.108, -0.011], [-0.005, -0.078, -0.040], [0.027, 0.000, 0.005], [0.001, 0.005, -0.005], [-0.005, 0.002, -0.002], [-0.007, -0.006, 0.000], [-0.006, 0.004, 0.003], [-0.008, 0.006, 0.001], [0.004, 0.007, -0.009], [0.007, 0.006, -0.001], [0.009, -0.004, 0.006], [-0.027, -0.008, -0.003], [0.006, -0.003, 0.006], [0.009, -0.005, -0.003], [-0.002, -0.004, -0.008], [-0.008, 0.007, -0.007], [0.005, 0.010, 0.001], [-0.008, -0.035, -0.017], [-0.004, -0.006, 0.012], [0.014, 0.003, 0.000], [0.010, 0.005, -0.006], [-0.016, -0.001, -0.008], [0.016, -0.003, 0.000], [-0.028, -0.023, 0.042], [0.001, 0.041, 0.001], [-0.009, -0.016, -0.035], [-0.050, -0.086, 0.057], [-0.010, 0.052, 0.065], [0.025, -0.001, -0.043], [-0.047, 0.213, -0.200], [-0.050, -0.095, 0.089], [0.048, 0.014, -0.083], [-0.067, -0.332, 0.330], [-0.257, -0.284, -0.077], [-0.078, -0.019, 0.015], [0.073, -0.010, 0.087], [-0.106, 0.020, 0.055], [0.542, 0.510, -0.148], [-0.004, 0.008, 0.002], [-0.006, -0.007, -0.005], [-0.001, 0.008, 0.002], [0.009, -0.013, 0.005], [0.008, -0.017, -0.015], [0.003, -0.009, -0.007], [0.025, 0.014, 0.014], [0.029, -0.004, -0.009]],
  "lowdin_charge": [0.837, 0.079, -0.575, -0.194, -0.185, 0.014, 0.005, -0.156, -0.036, -0.075, -0.054, -0.024, -0.206, 0.137, 0.120, 0.119, 0.112, 0.104, 0.112, 0.067, -0.476, 0.970, -0.347, -0.081, -0.065, -0.078, -0.077, -0.103, -0.365, -0.104, -0.078, -0.081, -0.069, -0.084, 1.071, -0.383, -0.102, -0.085, -0.096, -0.090, -0.101, -0.393, -0.096, -0.076, -0.090, -0.085, -0.098, 0.043, 0.050, 0.113, 0.110, 0.104, 0.108, 0.103, 0.112, 0.105, 0.105, 0.110, 0.083, 0.108, 0.102, 0.099, 0.101, 0.090, 0.082, 0.104, 0.104, 0.106, 0.113, 0.100, -0.317, -0.018, -0.074, -0.324, -0.061, -0.024, 0.517, -0.337, -0.331, -0.276, -0.744, 1.064, -0.399, -0.249, -0.017, 0.090, 0.090, 0.114, 0.101, 0.117, 0.112, 0.059, 0.107]
}


No. 2
{
  "formula": "C44H36OP2Rb",
  "method": "ωB97M-V with the def2-TZVPD basis set",
  "charge": -1,
  "largest_force_ev_per_a": 3.5,
  "orbital_gap_ev": 4.47,
  "species": ["Rb", "C", "C", "C", "C", "C", "C", "P", "C", "C", "C", "C", "C", "C", "C", "C", "C", "C", "C", "C", "C", "C", "C", "C", "H", "H", "H", "H", "H", "H", "H", "H", "H", "H", "H", "H", "H", "H", "H", "H", "C", "C", "C", "C", "C", "C", "C", "P", "C", "C", "C", "C", "C", "C", "C", "C", "C", "C", "C", "C", "C", "C", "H", "H", "H", "H", "H", "H", "H", "H", "H", "H", "H", "H", "H", "H", "H", "H", "H", "H", "H", "H", "O", "C"],
  "coordinates": [[-1.84484, -1.75523, 1.01011], [4.05121, -1.33881, 3.19216], [4.64446, -1.35151, 1.90670], [3.86372, -1.61347, 0.77818], [2.48951, -1.83059, 0.90238], [1.92689, -1.91979, 2.17034], [2.69275, -1.62544, 3.30917], [1.36796, -2.19220, -0.51569], [2.10240, -1.38955, -1.92811], [2.12230, -2.00634, -3.16208], [2.67366, -1.35635, -4.23879], [3.29281, -0.09963, -4.05194], [3.21658, 0.53696, -2.81870], [2.59920, -0.09625, -1.74371], [1.77576, -3.89549, -0.78109], [2.97510, -4.36604, -1.37388], [3.15547, -5.78754, -1.45048], [2.16833, -6.63171, -0.97642], [0.97815, -6.18317, -0.35992], [-0.06476, -7.03306, -0.01693], [-1.17665, -6.52569, 0.55568], [-1.31896, -5.11600, 0.75989], [-0.37439, -4.27797, 0.32501], [0.79774, -4.74610, -0.23560], [4.63041, -1.17755, 4.07712], [5.72026, -1.24534, 1.76466], [4.37622, -1.75871, -0.17267], [0.89033, -2.22678, 2.27730], [2.19133, -1.73117, 4.26759], [1.65296, -3.02343, -3.20075], [2.58054, -1.79617, -5.24060], [3.74880, 0.39956, -4.90142], [3.73029, 1.47904, -2.58226], [2.54727, 0.34429, -0.74699], [3.73777, -3.62593, -1.67958], [4.05968, -6.24815, -1.91973], [2.21401, -7.68900, -1.11719], [0.07453, -8.11463, -0.20978], [-1.95384, -7.21477, 0.99799], [-2.22097, -4.79543, 1.32436], [-1.13445, 1.34445, -2.77850], [-0.46411, 2.64100, -2.37652], [0.34444, 3.33904, -3.27094], [1.01065, 4.50835, -2.84487], [0.78733, 4.95753, -1.55404], [-0.06578, 4.28148, -0.68455], [-0.66796, 3.09852, -1.05771], [-1.61013, 2.14193, 0.20943], [-0.76219, 2.49865, 1.80178], [0.60294, 2.75251, 1.87231], [1.25106, 3.17857, 3.04631], [0.49143, 3.22832, 4.23050], [-0.83993, 2.80926, 4.21698], [-1.45485, 2.38813, 3.02989], [-2.78653, 1.74013, 3.10764], [-3.19092, 2.94728, 0.34672], [-3.15211, 4.27371, 0.75709], [-4.27603, 5.02945, 0.72699], [-5.55141, 4.48190, 0.44732], [-5.63475, 3.15917, 0.06452], [-4.46613, 2.35655, -0.04667], [-4.51626, 1.13184, -0.62617], [-1.03671, 1.19714, -3.84834], [-2.18420, 1.43285, -2.51589], [-0.63879, 0.48881, -2.26902], [0.58643, 2.93100, -4.25238], [1.73928, 4.93360, -3.52786], [1.31510, 5.82892, -1.22795], [-0.18598, 4.61513, 0.32485], [1.15645, 2.73238, 0.92730], [2.31601, 3.43092, 3.02542], [0.99096, 3.54517, 5.15107], [-1.44337, 2.73535, 5.12383], [-2.93184, 1.13928, 4.02838], [-3.00689, 1.02130, 2.29110], [-3.57828, 2.47287, 3.18000], [-2.27776, 4.66614, 1.23044], [-4.20842, 6.10011, 0.94756], [-6.46828, 5.09261, 0.50379], [-6.59315, 2.69939, -0.12987], [-3.59626, 0.79178, -1.08793], [-5.45228, 0.56392, -0.78462], [-5.59370, -3.07117, -0.35427], [-4.91660, -2.61012, 0.45258]],
  "atomic_forces_ev_per_a": [[0.165, 0.310, -0.277], [-0.348, -0.170, -1.147], [-0.496, -0.289, 0.329], [0.421, -0.095, 0.644], [0.111, -0.351, -0.349], [0.476, 0.662, 0.336], [-0.207, -0.561, -0.471], [-1.041, 1.045, 0.714], [0.792, 0.691, 0.895], [-0.824, -1.059, -0.004], [0.261, 0.727, -0.704], [-0.632, -0.331, -0.380], [0.516, 0.175, 0.815], [0.081, -0.411, -0.605], [1.778, -1.042, -0.582], [-1.086, -0.344, 1.060], [0.288, 0.314, -0.229], [-0.142, 0.449, -0.035], [1.316, 2.038, -1.194], [0.197, -1.580, 0.011], [-1.814, -0.416, 1.510], [-0.716, -2.109, 0.438], [-0.532, 3.398, 0.833], [0.395, -2.977, -0.799], [0.344, 0.170, 0.286], [-0.234, 0.112, 0.253], [-0.302, 0.366, 0.047], [0.093, 0.091, -0.032], [0.317, 0.214, 0.045], [0.612, 1.075, -0.435], [0.346, 0.192, 0.431], [0.028, -0.055, 0.116], [-0.342, -0.239, -0.604], [0.076, 0.115, -0.360], [-0.477, -0.749, -0.046], [-0.809, 0.637, 0.428], [0.492, -0.697, -0.131], [-0.216, 0.623, 0.291], [0.719, 0.644, -0.823], [0.287, -0.065, -0.379], [0.716, 0.151, 0.096], [-0.345, -0.674, 0.052], [0.548, 0.494, 0.727], [-0.538, -1.299, -0.206], [0.066, 0.131, -0.308], [0.562, 0.178, -0.557], [0.254, 0.231, 0.025], [-0.109, -1.683, -0.146], [-0.028, 0.020, 0.485], [0.783, 0.918, -0.205], [-0.913, -0.605, -0.010], [0.581, 0.100, -0.285], [0.175, -0.298, -0.418], [0.717, -0.001, -0.010], [-1.082, -1.000, 0.490], [-0.242, 0.530, -0.002], [-0.529, -0.766, -0.078], [-1.205, 2.178, 0.569], [-0.003, -0.838, -0.534], [-0.335, 1.277, 1.227], [1.137, 0.354, -0.336], [-0.276, -1.978, -0.512], [-0.062, -0.089, -0.219], [-0.137, -0.455, -0.013], [-0.534, 0.423, -0.176], [-0.333, 0.012, 0.168], [-0.131, 0.353, 0.238], [0.149, 0.465, 0.305], [-0.011, 0.409, 0.292], [-0.001, 0.008, 0.432], [-0.447, -0.107, 0.084], [-0.360, -0.074, -0.215], [0.352, 0.104, -0.069], [0.552, 0.284, -0.143], [0.061, 0.746, 0.102], [-0.400, 0.212, -0.480], [0.675, 0.403, -0.216], [-0.050, -0.344, 0.209], [0.604, -0.239, -0.049], [-0.097, -0.039, -0.168], [-0.186, -0.604, 0.171], [0.579, 0.604, -0.176], [1.725, 1.285, 2.170], [-1.776, -1.288, -2.209]],
  "lowdin_charge": [0.589, -0.088, -0.078, -0.096, -0.341, -0.100, -0.083, 1.035, -0.421, -0.124, -0.089, -0.099, -0.095, -0.106, -0.341, -0.074, -0.086, -0.060, -0.182, -0.097, -0.114, -0.219, -0.257, -0.255, 0.085, 0.096, 0.105, 0.066, 0.099, 0.124, 0.103, 0.090, 0.107, 0.105, 0.103, 0.102, 0.089, 0.111, 0.105, 0.054, -0.061, -0.268, -0.054, -0.092, -0.093, -0.114, -0.297, 1.076, -0.330, -0.114, -0.084, -0.102, -0.059, -0.282, -0.075, -0.376, -0.164, -0.161, -0.117, -0.090, -0.384, -0.096, 0.070, 0.054, 0.080, 0.105, 0.092, 0.088, 0.086, 0.100, 0.098, 0.093, 0.109, 0.083, 0.052, 0.089, 0.090, 0.078, 0.093, 0.092, -0.026, 0.024, 0.030, -0.004]
}